1.
175
Properties=species:S:1:pos:R:3:forces:R:3:lowdin_charge:R:1 method="wB97M-V/def2-TZVPD" de_lowest_kj_mol=954.3 lumo_ev=-2.4 homo_lumo_gap_ev=5.7 charge=+1
C -4.118285 -18.315039 -11.365443 0.3 -0.8 0.5 -0.10
C -4.110735 -19.620170 -10.477865 0.1 2.3 0.7 -0.21
C -3.787510 -19.202468 -8.983419 -0.1 -1.0 -0.7 -0.18
C -3.527045 -20.479551 -8.134763 0.1 0.9 -0.5 -0.13
N -3.103867 -20.158922 -6.722050 -0.5 -2.0 1.8 -0.23
C -4.377483 -19.937441 -5.799004 0.4 1.3 -0.3 -0.05
C -4.153435 -20.570263 -4.417895 0.4 0.5 1.1 -0.15
C -2.818391 -21.252159 -4.440622 1.4 -1.6 -2.3 -0.16
C -2.571443 -21.470926 -5.985003 -0.3 0.8 0.2 -0.05
C -2.155831 -18.964919 -6.585186 -1.1 -1.2 0.0 0.05
H -4.520293 -18.515894 -12.358490 -0.5 0.2 0.3 0.07
H -3.130734 -17.910832 -11.587863 0.4 -0.3 0.4 0.07
H -4.613393 -17.520105 -10.807723 -0.5 0.0 -0.4 0.07
H -3.385495 -20.314094 -10.902838 -0.2 -0.3 0.3 0.10
H -5.130422 -19.997357 -10.400026 0.2 -0.5 -0.6 0.11
H -4.646986 -18.673384 -8.571750 -0.3 -0.1 -0.1 0.12
H -3.011494 -18.437601 -8.954115 0.5 -0.5 -0.1 0.10
H -2.808593 -21.150066 -8.606295 0.5 0.3 0.1 0.13
H -4.431068 -21.086777 -8.088682 -0.1 0.2 0.2 0.13
H -4.460470 -18.851368 -5.758278 -0.2 -0.1 0.2 0.13
H -5.274333 -20.298543 -6.302361 0.3 -0.2 -0.1 0.13
H -3.999367 -19.885149 -3.584244 -0.8 0.8 -0.4 0.12
H -4.934519 -21.237843 -4.054091 -0.1 0.0 -0.7 0.13
H -1.977814 -20.746841 -3.965022 -0.2 0.4 -0.1 0.11
H -2.815461 -22.242785 -3.985915 -0.2 0.0 0.0 0.12
H -1.569010 -21.759853 -6.300838 0.1 0.5 0.0 0.13
H -3.243911 -22.247761 -6.348869 -0.1 0.0 0.1 0.13
H -1.297641 -19.040902 -7.252907 0.0 -0.4 0.2 0.11
H -1.896080 -19.025323 -5.528311 0.3 0.8 -0.2 0.11
H -2.745350 -18.103290 -6.898477 0.3 0.1 0.6 0.10
C -8.153231 -13.250664 -17.948203 -0.5 0.1 0.2 -0.09
C -8.883177 -14.007949 -19.069645 0.3 1.3 1.4 -0.26
C -10.321750 -14.293156 -18.736763 -0.8 -2.0 0.9 -0.19
C -10.539406 -15.404526 -17.607116 -0.5 0.8 -0.8 -0.08
N -12.019062 -15.853912 -17.436356 0.0 0.8 -2.0 -0.20
C -12.161441 -16.859335 -16.237750 0.1 2.1 -0.9 -0.07
C -12.984028 -18.002056 -16.748299 -0.3 -0.3 -0.1 -0.15
C -12.626303 -18.044730 -18.229134 0.8 -2.0 0.1 -0.19
C -12.496739 -16.669348 -18.748770 -1.0 1.2 1.8 -0.06
C -12.885633 -14.586887 -17.272888 0.0 0.0 0.5 0.00
H -7.152924 -12.956927 -18.266330 0.1 -0.3 0.4 0.08
H -8.196372 -13.807507 -17.012165 0.7 -0.4 -0.1 0.07
H -8.662020 -12.341050 -17.629106 -0.2 0.3 -0.5 0.08
H -8.323651 -14.922349 -19.266924 -0.1 0.1 -0.6 0.11
H -9.005744 -13.319920 -19.906125 0.7 -0.4 -0.5 0.12
H -10.682180 -14.735015 -19.665716 -0.7 0.1 0.0 0.10
H -10.865579 -13.372571 -18.524915 0.0 -0.1 0.1 0.11
H -10.211792 -15.109559 -16.610232 0.0 0.2 -0.1 0.13
H -9.988004 -16.297483 -17.901513 0.0 -0.1 0.1 0.13
H -12.598931 -16.222291 -15.469064 0.2 -0.5 0.3 0.14
H -11.126952 -17.119763 -16.013871 -0.2 -0.2 0.2 0.13
H -14.063105 -17.928038 -16.613312 0.0 0.4 0.2 0.12
H -12.664104 -18.894699 -16.210766 -0.1 -0.1 -0.2 0.13
H -13.311373 -18.644721 -18.828124 -0.1 0.1 0.0 0.13
H -11.662618 -18.551802 -18.276847 0.2 -0.1 -0.3 0.12
H -13.502409 -16.281186 -18.910235 0.1 0.2 -0.3 0.12
H -11.898359 -16.565108 -19.653846 0.3 0.4 0.5 0.13
H -13.197342 -14.082086 -18.187282 0.8 -0.4 -0.4 0.10
H -12.354603 -13.862316 -16.655550 0.2 -0.2 0.0 0.11
H -13.848116 -14.746762 -16.786926 0.2 -0.8 0.3 0.10
C -25.506407 -13.818722 -14.617834 -0.6 0.4 1.0 -0.08
C -25.904437 -13.648600 -13.126096 -0.1 0.2 0.2 -0.24
C -24.717720 -13.398371 -12.181314 0.2 -2.0 0.0 -0.17
C -23.820464 -14.672104 -12.185269 1.4 1.0 -0.7 -0.10
N -22.531800 -14.464987 -11.403791 0.6 -2.0 0.0 -0.30
C -21.823047 -15.857192 -11.161322 -0.6 0.7 -0.2 -0.06
C -21.096526 -15.752156 -9.822205 -0.1 0.8 -0.9 -0.11
C -21.719914 -14.477011 -9.137527 1.3 -0.6 0.3 -0.12
C -22.821053 -14.031050 -10.047358 -1.8 -0.4 1.0 -0.16
C -21.555689 -13.555411 -12.032632 0.2 -0.2 -0.2 0.04
H -24.999748 -14.721045 -14.960181 0.1 -0.1 0.6 0.07
H -24.858263 -12.956632 -14.775345 -0.1 0.0 -0.8 0.08
H -26.429112 -13.779200 -15.196744 0.2 0.4 -0.2 0.08
H -26.578754 -14.391259 -12.699652 0.4 -0.7 -0.2 0.11
H -26.567157 -12.788399 -13.031439 0.2 0.4 -0.4 0.11
H -25.036495 -13.372452 -11.139290 -0.4 0.6 -0.1 0.11
H -24.174898 -12.483959 -12.420660 0.0 -0.1 -0.1 0.11
H -23.369971 -14.964151 -13.133871 -0.8 0.1 -0.5 0.13
H -24.325264 -15.549375 -11.780677 -0.1 0.2 0.2 0.14
H -21.169845 -16.093581 -12.001292 -0.3 0.1 -0.1 0.14
H -22.632848 -16.582197 -11.079524 0.0 0.1 -0.3 0.13
H -20.027166 -15.645099 -10.004166 0.0 0.0 0.3 0.12
H -21.293022 -16.710561 -9.341625 0.2 0.4 0.6 0.12
H -21.029310 -13.640548 -9.030302 0.4 -0.4 0.2 0.12
H -22.013945 -14.801129 -8.139242 -0.5 0.6 -0.1 0.12
H -23.103727 -12.979063 -10.086246 0.3 0.0 0.4 0.15
H -23.703829 -14.621717 -9.802583 -0.3 0.3 0.3 0.14
H -20.750101 -13.460388 -11.304551 0.1 0.3 -0.2 0.12
H -22.016350 -12.592624 -12.253805 0.1 -0.1 0.1 0.11
H -21.161330 -14.031835 -12.930182 -0.1 0.2 0.0 0.12
C -13.362750 -11.801830 0.633245 -2.4 -1.1 0.3 -0.14
C -12.311151 -10.865860 0.235205 1.9 1.1 1.2 -0.25
C -11.128170 -10.850702 1.247750 1.1 0.6 0.9 -0.15
C -11.288434 -10.425939 2.800833 -0.6 -0.8 -0.7 -0.09
N -10.086105 -10.578882 3.730935 0.9 1.7 -0.4 -0.27
C -10.528131 -10.314555 5.215239 1.5 0.0 -1.7 -0.03
C -9.232647 -9.701346 5.855375 -0.3 -0.3 0.8 -0.14
C -8.265199 -9.229200 4.758533 -0.6 -1.2 0.2 -0.14
C -9.114331 -9.365173 3.495951 0.7 -0.1 -0.4 -0.08
C -9.391581 -11.890316 3.556639 -0.3 0.0 0.4 0.02
H -14.021821 -11.479744 1.439461 0.3 0.5 0.4 0.07
H -13.060939 -12.798900 0.953937 0.5 0.0 -0.3 0.08
H -14.101812 -11.935351 -0.156728 0.2 -0.2 -0.3 0.08
H -12.654510 -9.839112 0.108852 -0.3 -0.1 -0.2 0.12
H -11.806979 -11.166295 -0.683307 -0.3 0.0 -0.2 0.12
H -10.349818 -10.211761 0.830583 0.0 0.4 0.0 0.11
H -10.657844 -11.827406 1.133873 -0.2 -0.3 0.7 0.10
H -12.066109 -10.996909 3.308094 -0.1 -0.4 -0.3 0.12
H -11.583384 -9.391300 2.975819 0.0 0.1 -0.6 0.12
H -10.856498 -11.292156 5.568181 -0.1 0.3 0.4 0.13
H -11.351307 -9.618205 5.055340 0.0 0.0 0.7 0.12
H -8.721955 -10.412144 6.505030 -0.3 -0.2 0.0 0.11
H -9.421579 -8.837296 6.492432 -0.6 -0.2 0.0 0.12
H -7.416121 -9.904429 4.652688 -0.1 -0.2 0.1 0.12
H -7.807270 -8.298698 5.094069 -0.5 0.4 -0.9 0.13
H -8.441371 -9.555711 2.659945 -0.4 -0.3 -0.3 0.14
H -9.714070 -8.492895 3.236060 -0.2 -0.2 0.3 0.13
H -8.675462 -12.035163 4.365521 0.2 0.2 -0.3 0.11
H -8.938263 -11.943990 2.566831 0.1 0.0 0.3 0.11
H -10.130813 -12.682154 3.677578 -0.1 0.1 -0.2 0.11
C -16.005583 -19.116170 -2.057301 -0.1 -0.3 0.1 -0.06
C -14.899025 -20.175457 -1.888012 -1.2 0.6 -0.2 -0.15
N -13.668334 -19.503469 -1.490684 2.6 -0.8 0.9 -0.04
C -12.823128 -18.762591 -2.321870 -0.7 -0.4 1.0 0.02
C -11.737191 -18.438928 -1.574749 0.5 0.5 -1.1 -0.01
N -11.811571 -19.034121 -0.330144 -0.6 -0.4 -1.1 -0.07
C -12.971591 -19.712989 -0.339816 -0.4 0.7 0.4 0.00
C -10.748066 -19.059099 0.718103 -0.4 0.8 -0.2 0.04
H -16.245674 -18.634169 -1.109601 0.1 0.1 0.0 0.08
H -16.919870 -19.558161 -2.453316 0.1 -0.2 0.1 0.08
H -15.717682 -18.364148 -2.791928 0.2 0.1 0.1 0.08
H -14.791316 -20.692431 -2.841553 0.5 0.0 0.1 0.14
H -15.139272 -20.927085 -1.136052 0.0 0.2 0.0 0.13
H -13.072501 -18.617462 -3.362616 0.1 0.3 0.2 0.15
H -10.941599 -17.819107 -1.961087 0.3 -0.2 0.5 0.15
H -13.296942 -20.186297 0.574800 -0.4 -0.4 -0.4 0.17
H -10.658873 -18.063262 1.152213 -0.3 0.0 0.0 0.10
H -9.772489 -19.248464 0.270324 -0.3 -0.5 -0.1 0.11
H -11.018683 -19.746454 1.519615 0.1 -0.1 -0.4 0.10
N -5.085932 -14.567359 -0.858412 -2.3 2.5 -3.9 -0.28
S -4.839338 -13.302964 -1.993745 -1.5 2.4 -1.7 0.57
O -3.689544 -13.419849 -2.860317 -1.5 -0.7 0.6 -0.28
O -5.047206 -11.939635 -1.501657 -0.6 -2.5 -0.5 -0.31
F -6.143510 -13.645003 -2.890482 0.8 0.1 0.6 -0.22
S -3.773118 -14.290404 -0.189950 6.2 -1.9 5.8 0.37
O -3.627191 -13.060743 0.557839 -0.1 -0.5 -1.0 -0.31
O -2.608613 -14.847251 -0.844198 -0.7 0.7 0.4 -0.31
F -3.950473 -15.328170 1.043648 -0.4 -0.2 -0.1 -0.24
N -9.236433 -4.810111 -13.914407 3.6 3.8 -0.8 -0.26
S -7.699604 -4.549923 -14.551099 2.2 6.5 -3.9 0.63
O -7.316717 -5.099301 -15.882855 -0.8 -0.4 3.7 -0.31
O -6.651262 -4.082990 -13.649278 -1.6 -2.1 -0.4 -0.30
F -8.100171 -3.048780 -15.168786 -0.4 -0.7 0.8 -0.28
S -9.112629 -6.291598 -13.968453 -4.7 -7.2 -0.8 0.37
O -8.146630 -6.943400 -13.141998 0.4 0.1 -0.1 -0.28
O -9.410410 -6.855807 -15.276743 0.7 0.1 1.3 -0.32
F -10.531767 -6.554601 -13.203484 0.5 -0.1 0.1 -0.24
N -12.655963 -15.443535 -9.338500 -2.0 5.5 0.4 -0.28
S -12.365319 -13.763023 -9.234362 -1.9 2.9 0.0 0.59
O -12.494153 -12.963051 -10.433996 -0.2 -1.7 0.6 -0.30
O -11.292296 -13.302292 -8.369478 -1.6 -1.4 -0.3 -0.29
F -13.811896 -13.437212 -8.502447 1.3 -0.4 -0.1 -0.25
S -11.213308 -15.835995 -9.433879 6.8 -6.4 -0.4 0.42
O -10.537681 -16.251050 -8.204976 -1.0 1.3 -1.1 -0.32
O -10.341035 -15.312679 -10.485813 -1.6 0.1 1.3 -0.31
F -11.606912 -17.310166 -10.007980 0.2 0.0 -0.3 -0.25
N -11.142942 -25.993841 -7.110283 2.1 -1.2 5.8 -0.24
S -11.125998 -24.676811 -7.791780 -4.5 5.5 -6.0 0.36
O -9.901714 -24.174916 -8.322504 0.7 0.4 0.5 -0.29
O -12.131153 -23.682949 -7.347917 2.0 -1.6 -0.8 -0.34
F -11.802818 -25.337617 -9.068865 -0.5 0.4 -1.2 -0.22
S -10.426705 -25.353386 -5.711927 2.7 -3.6 3.5 0.56
O -11.061312 -24.293368 -4.971490 0.4 -0.4 -0.9 -0.30
O -8.953622 -25.436139 -5.689252 -2.7 0.7 -0.6 -0.32
F -10.795864 -26.635784 -4.828284 -0.2 0.0 0.0 -0.22



2.
20
Properties=species:S:1:pos:R:3:forces:R:3:lowdin_spin:R:1 method="wB97M-V/def2-TZVPD" de_lowest_kj_mol=0.0 lumo_ev="3.2 / 1.3" homo_lumo_gap_ev="5.5 / 5.8" multiplicity=3 charge=-1
C 1.556721 0.144683 -0.763107 1.1 -2.3 0.3 0.05
C -0.668709 0.933760 1.811996 0.9 -0.5 -2.9 0.03
C 1.925775 -0.710197 0.424071 0.2 1.1 2.5 0.03
C 0.604604 -1.301366 1.113241 1.1 0.4 -1.2 0.07
C -0.732971 0.481313 -1.912062 1.9 2.9 3.6 0.06
C -1.932183 0.500895 -0.959452 2.0 0.5 2.4 0.07
C -0.510394 -0.368407 0.913620 -2.3 -0.2 1.6 0.58
N 0.310594 -0.126283 -1.106207 -0.3 0.2 -3.2 0.67
O -0.558317 2.082271 1.367184 0.0 0.3 -0.2 0.00
O 2.440282 0.601072 -1.470454 -0.1 1.3 -0.8 0.12
O -0.904875 0.491576 2.901577 -0.7 -0.5 3.8 0.16
S -2.030767 -0.959845 0.195238 1.4 0.9 -0.5 0.12
H 2.653382 -1.483201 0.161655 -0.4 0.0 -0.4 0.00
H 2.549526 -0.037367 1.094792 -1.0 -0.7 -0.3 0.00
H 0.386691 -2.219162 0.542187 0.0 0.0 0.7 0.00
H 0.707660 -1.416631 2.180770 0.5 -0.6 0.4 0.02
H -0.831387 -0.113478 -2.728429 -0.7 -1.8 -2.6 0.01
H -0.346476 1.520450 -2.209936 -1.0 -1.1 0.3 0.01
H -1.812152 1.268375 -0.144549 0.2 -0.2 -1.4 0.00
H -2.807003 0.711542 -1.412134 -3.1 0.4 -1.8 0.00



3.
14
Properties=species:S:1:pos:R:3:forces:R:3:lowdin_charge:R:1 method="wB97M-V/def2-TZVPD" de_lowest_kj_mol=557.9 lumo_ev=-0.2 homo_lumo_gap_ev=8.7
C 2.341353 0.896461 0.943962 0.1 0.4 -0.1 0.17
C -0.137824 -0.176018 -0.031664 0.1 0.1 0.0 -0.29
C -0.681124 -1.412507 -0.699355 -0.1 -0.2 -0.2 -0.10
C -1.353353 -0.879245 0.515336 -0.2 -0.1 0.1 -0.10
C -0.266445 1.128736 -0.678627 0.2 0.1 0.1 -0.21
O 0.589416 1.990092 -0.578737 -0.2 -0.5 0.1 0.02
H 0.797820 -0.270253 0.527391 -0.2 0.0 -0.1 0.05
H 2.943639 1.289528 0.105822 0.0 0.1 0.1 -0.05
H 2.073732 1.800436 1.522807 0.2 0.0 -0.1 -0.05
H -1.180795 -1.301016 -1.657566 0.0 0.0 0.2 0.10
H -0.049343 -2.290341 -0.612904 -0.2 0.1 0.0 0.11
H -1.200123 -1.376873 1.467589 -0.1 0.0 -0.2 0.11
H -2.319707 -0.396093 0.401226 0.1 -0.1 0.0 0.10
H -1.187650 1.310623 -1.274861 0.2 0.0 0.1 0.14



Respective energy values: -201088.358, -25853.133, -7356.473 eV.